Record 1
ORCA calculation (the ωB97M-V functional and the def2-TZVPD basis) on 14 unconnected molecules or ions with the total composition C6H41NO13 at a distorted geometry.

Calculated values
ΔE to the lowest compared entry with this formula, charge and spin	212.7	kJ/mol

```
61
C6H41NO13, DFT the ωB97M-V functional and the def2-TZVPD basis
C 1.3823 -0.6624 2.5511
C 0.7741 -0.6100 1.1094
N 1.7336 -1.0086 0.0128
C 3.1651 -0.6455 0.3385
C 1.5547 1.1906 -1.2829
C 1.3004 -0.3077 -1.2158
C 1.7608 -0.9780 -2.5084
H 1.8537 0.2746 2.7112
H 0.5536 -0.9167 3.2339
H 2.0856 -1.5010 2.5408
H -0.1282 -1.2502 1.1078
H 0.4761 0.4166 0.8819
H 3.6358 -0.5921 -0.6340
H 3.1450 0.2301 0.9926
H 3.6643 -1.4706 0.8692
H 2.5293 1.4097 -1.8345
H 0.6914 1.7999 -1.5928
H 1.6513 1.6029 -0.2482
H 0.2043 -0.4549 -1.0954
H 1.2043 -0.6320 -3.3622
H 2.7966 -0.6662 -2.6924
H 1.8147 -2.0982 -2.4650
H -1.7729 1.5644 3.9428
H -2.0255 2.9832 4.2586
O -1.6628 2.4409 3.5429
H 0.8314 -2.8907 0.4013
H -0.1241 -3.9177 0.1341
O 0.5401 -3.7288 0.8208
H -1.5461 -0.1850 -2.1997
H -2.8725 0.5793 -1.9549
O -2.1156 0.5160 -2.5550
H 3.1953 3.3416 -0.3554
H 2.8274 3.2584 1.1259
O 3.5087 3.5778 0.5236
H -0.0458 3.1918 2.9209
H 0.9891 4.3513 2.5220
O 0.7529 3.4172 2.4098
H -2.1537 1.6640 -3.8010
H -1.8624 3.0209 -4.3304
O -2.5567 2.3500 -4.3817
H 3.9886 -2.0875 -2.0881
H 4.0432 -3.1356 -0.9074
O 4.5591 -2.5718 -1.4929
H -0.8742 -3.1282 -2.0195
H -1.8336 -2.5371 -0.8948
O -0.9346 -2.8487 -1.1046
H -1.1564 3.5213 0.0383
H -0.0946 2.7698 1.0339
O -0.6987 2.7025 0.2630
H -2.5053 1.9256 0.8553
H -3.4325 2.2299 2.0061
O -3.4455 1.9922 1.0714
H -1.8973 -3.7284 2.7294
H -0.5685 -3.4693 1.9409
O -1.3575 -3.0115 2.3830
H -5.3368 0.0811 -0.5121
H -3.8881 0.4949 -0.0376
O -4.3978 -0.1199 -0.5884
H -3.8904 -1.7925 -0.9531
H -4.3885 -3.2136 -1.2784
O -3.6462 -2.7379 -0.8866
```

=====

Record 2
ORCA calculation (the ωB97M-V functional and the def2-TZVPD basis) on 8 unconnected molecules or ions with the total composition C25H49N15O13 at a distorted geometry.

Calculated values
structure (SMILES)	CCOCCOCc1ccc(CCC(N)=O)c2c1C(=O)C=C(O)C2=O.NC(N)=O.NC(N)=O.NC(N)=O.NC(N)=O.NC(N)=O.NC(N)=O.NC(N)=O

```
102
C25H49N15O13, DFT the ωB97M-V functional and the def2-TZVPD basis
C 3.1712 -2.0813 1.0932
C 2.8730 -0.6120 0.8512
O 2.0280 -0.5475 -0.2910
C 2.1277 0.6718 -0.9807
C 1.3914 0.5446 -2.3434
O 1.1556 -0.8083 -2.6814
C -0.1961 -1.1229 -2.9311
C -0.8862 -1.4498 -1.6262
C -1.1088 -0.4397 -0.6970
C -1.7055 -0.6853 0.5244
C -2.1375 -1.9529 0.9075
C -2.7559 -2.1961 2.2676
C -2.9148 -0.9163 3.0835
C -1.6184 -0.4770 3.7346
N -0.5001 -1.3203 3.4828
O -1.5524 0.4908 4.4447
C -1.9197 -2.9831 -0.0220
C -1.3054 -2.7369 -1.2604
C -1.0979 -3.9335 -2.1406
O -1.2203 -3.9225 -3.3428
C -0.7728 -5.1818 -1.4169
C -1.3382 -5.4115 -0.2388
O -1.1424 -6.5486 0.4692
C -2.2779 -4.3901 0.3179
O -3.2379 -4.7067 0.9663
H 2.2249 -2.6116 1.0243
H 3.7939 -2.4475 0.2788
H 3.6389 -2.2374 2.0582
H 3.7735 -0.0122 0.7552
H 2.2960 -0.2523 1.7098
H 1.6186 1.4724 -0.4319
H 3.1626 0.9660 -1.1722
H 0.4729 1.1253 -2.3113
H 2.0166 0.9879 -3.1221
H -0.7003 -0.2636 -3.3858
H -0.2397 -1.9241 -3.6514
H -0.8288 0.5835 -0.8918
H -1.8427 0.1444 1.2021
H -2.1981 -2.9506 2.8037
H -3.7338 -2.6356 2.1018
H -3.6561 -1.0702 3.8631
H -3.3177 -0.1441 2.4352
H 0.1757 -1.0971 4.2080
H -0.0849 -1.0779 2.5855
H -0.1253 -5.9419 -1.8297
H -0.6893 -6.3422 1.2963
N -0.4660 -4.3578 4.2745
C 0.4067 -5.1129 3.5439
N 0.8551 -6.2542 4.1577
O 0.7548 -4.8009 2.4186
H -0.7790 -4.6057 5.1937
H -0.8063 -3.5082 3.8507
H 1.4967 -6.8281 3.6431
H 0.5804 -6.5336 5.0796
N -0.6897 2.4534 2.2746
C 0.3704 3.1873 1.8020
N 0.8229 4.1638 2.6268
O 0.8547 2.9658 0.6994
H -1.1251 2.6029 3.1659
H -1.0419 1.7337 1.6741
H 1.5876 4.7368 2.3056
H 0.4179 4.3591 3.5217
N 1.5444 -5.6593 -4.3015
C 2.8889 -5.7018 -4.0476
N 3.5670 -6.7056 -4.6939
O 3.4446 -4.9156 -3.3073
H 1.0802 -6.3070 -4.9086
H 0.9978 -4.9489 -3.8493
H 4.5538 -6.7668 -4.5317
H 3.1307 -7.3648 -5.3087
N 0.6455 6.4705 -0.4347
C 1.5310 7.1573 0.3293
N 2.1772 8.1877 -0.2998
O 1.7473 6.8779 1.5015
H 0.4365 6.6830 -1.3927
H 0.1621 5.7077 0.0029
H 2.8393 8.7117 0.2395
H 2.0170 8.4372 -1.2563
N 6.5921 -0.7265 4.0652
C 5.3115 -0.2472 4.1361
N 4.7889 -0.1681 5.4005
O 4.6835 0.0824 3.1493
H 7.1269 -1.0048 4.8648
H 7.0021 -0.7987 3.1532
H 3.8526 0.1786 5.4854
H 5.2885 -0.4349 6.2264
N -1.3732 5.3409 -4.0109
C -2.0636 6.3454 -3.3837
N -3.1233 6.8324 -4.0764
O -1.7449 6.7622 -2.2768
H -1.6202 4.9832 -4.9140
H -0.5861 4.9494 -3.5290
H -3.6567 7.5614 -3.6425
H -3.4113 6.4899 -4.9737
N -7.4200 5.4046 -4.2573
C -6.1391 4.9286 -4.2720
N -5.8358 4.0302 -3.2908
O -5.3207 5.2850 -5.1033
H -8.1072 5.1273 -3.5834
H -7.6714 6.0664 -4.9669
H -4.9006 3.6684 -3.2734
H -6.4897 3.7247 -2.5962
```

=====

Record 3
ORCA calculation (the ωB97M-V functional and the def2-TZVPD basis) on C4H7FO in the gas phase at a distorted geometry.

Calculated values
ΔE to the lowest compared entry with this formula, charge and spin	258.3	kJ/mol

```
13
C4H7FO, DFT the ωB97M-V functional and the def2-TZVPD basis
C -1.4540 -0.0691 0.4647
C -0.2109 -0.2084 -1.2586
C -0.0776 -0.0202 1.0757
C 0.8446 0.0379 -0.1487
O 1.4888 1.2421 -0.4824
F 1.7381 -0.9771 -0.0200
H -2.2254 0.7179 0.3684
H -2.0557 -0.9756 0.6440
H -0.1231 -1.1898 -1.7148
H -0.5643 0.5927 -1.8633
H 0.1918 0.7032 1.8232
H -0.0176 -0.9614 1.4914
H 2.4653 1.1078 -0.3795
```

=====

Sequential LUMO level output: -0.43 -0.38 0.92 eV